Molecular formula: C30H80AsF6O30S10
Method: DFT, ωB97M-V/def2-TZVPD

Cartesian coordinates (Å):
As: -0.5134 1.3410 -0.3358
F: 1.1367 1.4766 -0.8447
F: -0.0316 1.0270 1.3250
F: -2.1917 1.2480 0.1721
F: -1.0537 1.6459 -1.9488
F: -0.5422 -0.3818 -0.6231
F: -0.5084 3.0290 0.0983
O: -0.9880 -1.3171 -6.8400
S: -0.7047 -2.0695 -5.6556
O: -0.3593 -3.4534 -5.6853
O: 0.4590 -1.3272 -4.8173
C: 0.5406 0.1076 -4.9667
C: 1.6440 0.5374 -4.0224
C: -2.1012 -1.8142 -4.5604
H: -0.3933 0.5353 -4.5965
H: 0.7069 0.4063 -5.9985
H: 2.6532 0.1357 -4.1091
H: 1.3000 0.2531 -3.0206
H: 1.7615 1.6126 -3.8860
H: -2.9917 -2.1832 -5.0608
H: -2.1764 -0.7901 -4.2048
H: -1.9192 -2.4269 -3.6763
O: 5.3089 -0.7605 -3.4796
S: 5.9978 -0.4085 -2.2803
O: 6.2713 0.9565 -1.9278
O: 5.2041 -1.0255 -1.0110
C: 4.1812 -0.2099 -0.4481
C: 3.3251 -1.0644 0.4632
C: 7.4521 -1.4180 -2.0284
H: 3.6058 0.3212 -1.2102
H: 4.6270 0.6022 0.1381
H: 2.5965 -1.6072 -0.1374
H: 2.7087 -0.4989 1.1644
H: 3.9526 -1.7102 1.0765
H: 8.0513 -1.0179 -1.2171
H: 8.0036 -1.4546 -2.9639
H: 7.0621 -2.3871 -1.7264
O: -5.3968 -0.5845 4.6115
S: -4.9562 0.1428 3.4658
O: -5.3352 -0.2748 2.1426
O: -5.4363 1.6402 3.6918
C: -5.0802 2.6404 2.6980
C: -5.8275 3.9163 3.0592
C: -3.1740 0.3217 3.5062
H: -5.2749 2.3026 1.6813
H: -4.0138 2.8137 2.8182
H: -6.8729 3.7078 3.2766
H: -5.8133 4.5034 2.1348
H: -5.3270 4.5141 3.8150
H: -2.7776 -0.6872 3.4054
H: -2.9456 0.7227 4.4898
H: -2.8653 0.9101 2.6463
O: 0.3836 -5.1328 -0.1362
S: 1.2201 -4.5796 -1.1606
O: 2.5379 -4.0810 -0.8655
O: 1.3431 -5.5945 -2.4026
C: 1.8579 -6.8973 -2.0977
C: 2.1883 -7.6142 -3.3998
C: 0.4166 -3.2409 -2.0139
H: 1.1050 -7.4754 -1.5595
H: 2.7511 -6.7651 -1.4827
H: 2.1839 -6.8925 -4.2162
H: 1.4042 -8.3255 -3.6702
H: 3.0982 -8.2048 -3.3249
H: 0.5417 -2.3749 -1.3634
H: -0.6254 -3.5397 -2.1022
H: 0.9980 -3.0440 -2.9100
O: 0.2713 3.6783 -4.4454
S: 1.1073 4.7128 -3.9063
O: 2.1849 5.1697 -4.7440
O: 0.1752 5.9584 -3.4981
C: -0.3356 6.7639 -4.6308
C: 0.6779 7.8152 -4.9729
C: 1.6912 4.2921 -2.2780
H: -1.2813 7.1152 -4.2241
H: -0.5645 6.0640 -5.4348
H: 0.2285 8.5815 -5.6169
H: 1.4723 7.3806 -5.5747
H: 1.0979 8.3684 -4.1366
H: 0.8249 4.0087 -1.6854
H: 2.1129 5.2012 -1.8569
H: 2.3982 3.4772 -2.3959
O: 2.7690 -1.1621 5.9419
S: 2.8789 0.2313 5.6141
O: 2.2921 1.2459 6.4323
O: 4.4615 0.5439 5.4471
C: 5.2592 -0.6371 5.2802
C: 6.7430 -0.2906 5.2587
C: 2.4001 0.5722 3.9111
H: 5.0072 -1.1370 4.3420
H: 5.1168 -1.3919 6.0502
H: 7.2316 -1.2576 5.3855
H: 6.9906 0.3808 6.0770
H: 7.0069 0.0904 4.2733
H: 2.6075 1.6418 3.8885
H: 1.3605 0.2892 3.8038
H: 3.0988 0.1095 3.2214
O: -5.2002 4.5994 -3.8510
S: -4.3205 3.7907 -3.0581
O: -3.8472 4.3181 -1.8114
O: -5.1135 2.4422 -2.7801
C: -4.5141 1.3508 -2.0265
C: -5.6334 0.7190 -1.2215
C: -2.9343 3.1736 -4.0333
H: -3.6442 1.6672 -1.4578
H: -4.1739 0.6463 -2.7905
H: -5.3088 0.2030 -0.3189
H: -6.0838 -0.1086 -1.7805
H: -6.4436 1.4208 -1.0405
H: -2.6063 3.9297 -4.7377
H: -3.3155 2.3121 -4.5789
H: -2.1869 2.8610 -3.3117
O: -3.3473 -3.6941 -1.4799
S: -3.5239 -3.7721 -0.0627
O: -4.8242 -4.0224 0.4843
O: -2.5427 -4.9161 0.4933
C: -2.7514 -5.4952 1.7884
C: -2.6829 -6.9951 1.6676
C: -2.7409 -2.4064 0.7702
H: -3.7197 -5.1822 2.1844
H: -1.9946 -5.1212 2.4808
H: -3.4782 -7.5112 1.1399
H: -2.5804 -7.4518 2.6589
H: -1.7029 -7.2495 1.2501
H: -1.6895 -2.5571 0.5466
H: -3.0540 -2.4805 1.8062
H: -3.0719 -1.4852 0.2915
O: -1.2705 5.6611 4.6434
S: -1.6566 4.4256 4.0241
O: -2.1991 3.3397 4.7787
O: -2.7631 4.7418 2.8604
C: -2.9077 6.1013 2.4336
C: -1.8907 6.4777 1.3761
C: -0.3609 3.7907 2.9487
H: -2.8557 6.8384 3.2376
H: -3.9349 6.1591 2.0707
H: -0.8971 6.5303 1.8321
H: -2.0452 7.4655 0.9474
H: -1.8475 5.6743 0.6378
H: -0.3013 4.4506 2.0946
H: -0.7903 2.8512 2.6092
H: 0.5133 3.6253 3.5705
O: 4.7363 -3.6619 4.1853
S: 3.5558 -4.3009 3.6832
O: 2.8200 -5.2768 4.4345
O: 2.5683 -3.2104 3.1014
C: 1.1759 -3.6324 2.8324
C: 0.4816 -2.3648 2.4228
C: 4.0622 -5.0741 2.1357
H: 0.7771 -4.0362 3.7597
H: 1.2483 -4.4027 2.0672
H: 0.6663 -1.9000 1.4574
H: 0.5738 -1.5561 3.1482
H: -0.5834 -2.6067 2.5207
H: 4.3979 -4.2591 1.5003
H: 3.2281 -5.6113 1.6913
H: 4.8631 -5.7762 2.3559

The spin multiplicity is 1. The HOMO-LUMO gap is 0.3932 Ha. The relative energy (zero: lowest compared OMol25 entry of this formula, charge and spin) is 0.0 kJ/mol. As for the LUMO energy: 1.6 eV. The net charge is -1. The calculation puts the HOMO energy at -9.1 eV. The maximum force is 2.19 eV Å⁻¹. Its total energy is -279331.542 eV.